1.
{"formula": "C10H14NO6S", "method": "ωB97M-V/def2-TZVPD", "orbital_gap_ev": 6.7366, "fmax_ha_per_bohr": 0.02737, "total_energy_ha": -1293.44396, "total_charge": 1, "symbols": ["C", "C", "O", "N", "O", "S", "O", "O", "C", "C", "C", "C", "C", "C", "C", "C", "O", "H", "H", "H", "H", "H", "H", "H", "H", "H", "H", "H", "O", "H", "H", "H"], "xyz": [[0.349416, 2.767740, 1.007278], [0.760126, 1.664490, 0.095029], [0.809500, 1.788460, -1.084147], [1.154880, 0.381388, 0.734509], [0.070348, -0.525146, 0.537934], [-0.703389, -0.835360, 2.006457], [-0.860239, 0.407126, 2.699721], [-2.161448, -1.206698, 1.334267], [-2.461665, -0.561883, 0.101758], [-2.807416, 0.777016, 0.115274], [-3.081144, 1.409246, -1.092204], [-2.997889, 0.697170, -2.282584], [-2.674201, -0.653879, -2.275165], [-2.410993, -1.291444, -1.071805], [2.276790, -0.227054, 0.040598], [2.052433, -0.943665, -1.242651], [3.357614, -0.140304, 0.564724], [-0.298717, 2.405554, 1.795025], [1.261304, 3.210600, 1.406037], [-0.132090, 3.516102, 0.392992], [-2.859917, 1.348690, 1.026757], [-3.362156, 2.449466, -1.095224], [-3.183848, 1.170394, -3.234823], [-2.615636, -1.220853, -3.190183], [-2.141549, -2.334293, -1.007224], [1.405951, -1.806211, -1.113487], [1.581067, -0.290177, -1.970706], [3.018403, -1.238762, -1.634777], [4.032892, -2.846967, 2.179989], [4.300274, -2.326589, 2.966086], [4.806317, -3.253829, 1.739338], [3.514981, -2.290330, 1.551206]], "forces_ev_per_a": [[0.1, -0.2, -0.2], [-0.4, 0.7, 0.3], [0.3, -0.3, -0.8], [0.4, -0.4, 0.1], [-0.4, 0.2, -0.2], [-1.0, -0.6, 0.3], [0.2, 0.3, 0.0], [1.2, 0.1, -0.6], [-0.4, 0.3, 0.2], [-0.1, 0.2, -0.3], [0.1, -0.4, -0.2], [0.0, -0.1, -0.1], [0.0, 0.0, 0.4], [0.1, 0.0, 0.3], [-0.5, 0.0, 0.0], [0.2, -0.2, -0.3], [0.6, -0.3, 0.5], [0.1, 0.1, 0.2], [0.0, -0.1, 0.3], [-0.2, 0.1, 0.0], [0.0, -0.1, 0.3], [0.0, 0.1, 0.0], [-0.1, 0.2, 0.0], [0.0, 0.0, -0.2], [0.0, -0.1, -0.1], [-0.1, -0.1, 0.0], [-0.2, 0.2, 0.1], [0.1, -0.2, 0.0], [-0.1, 0.0, 0.0], [0.0, 0.1, 0.0], [0.0, 0.0, 0.0], [0.1, 0.4, -0.1]], "mulliken_charge": [-1.19, 0.74, -0.46, -0.02, 0.06, 0.46, -0.46, -0.41, 0.33, -0.25, -0.55, -0.47, -0.55, -0.32, 0.48, -1.01, -0.61, 0.30, 0.34, 0.35, 0.51, 0.43, 0.42, 0.41, 0.48, 0.29, 0.35, 0.39, -0.38, 0.47, 0.47, 0.40]}

***

2.
{"formula": "C10H14O5PdTe", "method": "ωB97M-V/def2-TZVPD", "orbital_gap_ev": [9.0463, 6.2569], "fmax_ha_per_bohr": 0.00839, "s_squared": 6.02, "total_energy_ha": -1160.75737, "total_charge": 2, "spin_multiplicity": 5, "symbols": ["Pd", "O", "C", "O", "C", "C", "C", "C", "C", "O", "C", "C", "O", "O", "H", "H", "H", "H", "H", "H", "H", "H", "C", "Te", "C", "H", "H", "H", "H", "H", "H"], "xyz": [[-0.509278, -0.079187, -1.267326], [2.871110, -1.517776, 0.581881], [1.720975, -1.377670, 0.081130], [1.456657, -0.926888, -1.041422], [0.678378, -1.895109, 1.098098], [-0.426287, -2.663344, 0.334789], [-1.245498, -3.468017, 1.341155], [-2.044449, -2.356944, 2.065335], [-1.559807, -1.094095, 1.369451], [-1.352669, -1.590356, -0.014891], [-0.127261, -0.725430, 1.777657], [0.302032, 0.695722, 1.369935], [1.102672, 1.313815, 2.006973], [-0.282174, 1.221898, 0.279557], [1.187820, -2.530817, 1.817898], [-0.114585, -3.188957, -0.563514], [-1.903199, -4.151790, 0.809627], [-0.609723, -4.055529, 1.999967], [-3.113790, -2.483463, 1.916638], [-1.855142, -2.312973, 3.136161], [-2.252191, -0.258082, 1.345471], [0.014454, -0.762901, 2.855983], [2.396107, 3.422994, -3.126923], [0.674813, 2.526360, -2.276438], [-0.594514, 4.192737, -2.056455], [2.704754, 4.227895, -2.462115], [2.106948, 3.808919, -4.104193], [3.160909, 2.656059, -3.210790], [-0.725174, 4.646708, -3.038256], [-0.123705, 4.894353, -1.369362], [-1.538182, 3.831871, -1.656023]], "forces_ev_per_a": [[0.0, -0.4, 0.0], [0.0, 0.0, -0.3], [0.1, -0.2, 0.4], [-0.1, 0.2, 0.0], [0.0, 0.2, -0.1], [0.0, -0.1, 0.1], [0.0, 0.0, -0.1], [0.0, 0.0, 0.1], [0.0, 0.1, 0.0], [0.0, 0.1, 0.0], [0.0, -0.1, 0.0], [0.0, 0.2, -0.1], [0.0, -0.1, 0.0], [0.0, -0.1, 0.0], [0.0, 0.0, 0.1], [0.0, 0.0, 0.0], [0.0, 0.0, 0.0], [0.0, 0.0, 0.0], [0.0, 0.0, 0.0], [0.0, 0.0, 0.0], [0.0, 0.0, 0.0], [0.0, 0.0, 0.0], [0.0, 0.0, 0.0], [0.1, 0.1, -0.1], [0.0, 0.1, 0.1], [0.0, 0.0, 0.0], [0.0, 0.0, 0.0], [0.0, 0.0, 0.0], [0.0, 0.0, 0.0], [0.0, 0.0, 0.0], [0.0, 0.0, 0.0]], "mulliken_charge": [0.80, -0.20, 0.63, -0.58, -0.36, 0.02, -0.90, -0.86, 0.21, -0.65, -0.01, -0.03, -0.50, -0.69, 0.65, 0.59, 0.36, 0.40, 0.37, 0.37, 0.55, 0.63, -0.88, 0.88, -0.95, 0.37, 0.34, 0.35, 0.40, 0.38, 0.32]}

***

3.
{"formula": "C10H14S", "method": "ωB97M-V/def2-TZVPD", "orbital_gap_ev": 9.6130, "fmax_ha_per_bohr": 0.08074, "total_energy_ha": -787.51701, "smiles": "CC1(C)c2cscc2C1(C)C", "symbols": ["C", "C", "C", "C", "C", "S", "C", "C", "C", "C", "C", "H", "H", "H", "H", "H", "H", "H", "H", "H", "H", "H", "H", "H", "H"], "xyz": [[-0.550564, 1.491534, -1.268621], [-0.326463, 0.710558, 0.015375], [-0.967921, 1.515593, 1.264179], [1.195136, 0.626876, 0.109543], [2.394057, 1.199971, -0.091929], [3.641723, -0.024098, -0.188027], [2.448711, -1.286868, -0.075270], [1.256745, -0.774208, 0.131172], [-0.396053, -0.812293, 0.026170], [-1.139920, -1.443427, 1.275111], [-0.822446, -1.475644, -1.164086], [-0.044491, 1.080983, -2.113472], [-0.114265, 2.479512, -1.241401], [-1.682493, 1.599037, -1.677295], [-0.862484, 0.923399, 2.107569], [-2.080972, 1.576193, 1.022613], [-0.395061, 2.474341, 1.334250], [2.637674, 2.228590, -0.351582], [2.751857, -2.286103, 0.059608], [-2.152084, -0.919607, 1.481770], [-0.523738, -1.302289, 2.207704], [-1.204274, -2.491991, 1.342707], [-1.940493, -1.305824, -1.098588], [-0.617934, -2.568882, -0.936755], [-0.504239, -1.215365, -2.170757]], "forces_ev_per_a": [[-3.3, 0.1, -1.5], [0.7, 3.4, 1.3], [-0.4, 0.0, -3.7], [0.0, -0.2, 0.1], [0.8, 0.8, -0.3], [-0.9, 0.2, 0.0], [1.8, -0.5, 0.5], [-3.9, 0.6, 0.1], [2.7, -0.7, 3.1], [0.4, 2.9, 1.3], [-2.9, -2.6, -1.0], [0.5, -0.8, -0.5], [-0.2, 0.5, 0.6], [2.3, -0.2, 1.3], [0.3, -0.8, 1.8], [1.4, 0.6, 0.5], [-1.0, -0.7, 0.1], [0.0, -0.2, 0.3], [0.5, -1.0, -0.3], [1.5, -1.1, -0.5], [-0.5, 0.6, -0.8], [-0.5, -1.4, -1.0], [0.7, -0.7, -0.8], [-0.5, 1.0, -0.9], [0.5, 0.3, 0.3]], "mulliken_charge": [-1.80, 1.48, -1.56, 0.06, -0.58, -0.14, -0.74, -0.63, 1.79, -1.68, -1.62, 0.51, 0.40, 0.27, 0.45, 0.32, 0.37, 0.39, 0.47, 0.29, 0.40, 0.48, 0.35, 0.39, 0.33]}

***

4.
{"formula": "C10H15AuO", "method": "ωB97M-V/def2-TZVPD", "orbital_gap_ev": [5.4877, 5.3828], "fmax_ha_per_bohr": 0.03386, "total_energy_ha": -600.14065, "total_charge": 2, "symbols": ["Au", "C", "C", "C", "C", "C", "C", "C", "C", "C", "H", "H", "H", "H", "H", "H", "H", "H", "H", "H", "H", "H", "C", "O", "H", "H", "H"], "xyz": [[-1.692906, 1.095476, 0.469081], [-2.229131, -1.632814, -1.740003], [-1.084885, -1.063709, -0.947176], [0.127607, -0.731464, -1.526349], [1.291489, -0.412910, -0.745987], [2.522814, 0.057532, -1.426111], [1.250368, -0.548542, 0.641414], [0.074660, -0.845782, 1.297779], [0.020370, -1.137027, 2.751030], [-1.173349, -0.936808, 0.484623], [-3.006387, -0.887395, -1.927197], [-2.698129, -2.451309, -1.194164], [-1.887139, -1.992405, -2.706955], [0.213811, -0.756670, -2.606614], [2.457861, 1.151069, -1.509707], [2.608985, -0.335068, -2.438379], [3.419698, -0.172558, -0.853894], [2.163971, -0.456050, 1.215125], [-0.372274, -0.278020, 3.309583], [1.009812, -1.358840, 3.142796], [-0.656471, -1.971171, 2.950515], [-2.061355, -1.356511, 0.970770], [-0.062108, 3.441042, 0.546065], [-0.321638, 2.242362, -0.171933], [0.147400, 4.167670, -0.256691], [0.841417, 3.359371, 1.142110], [-0.904488, 3.810533, 1.130269]], "forces_ev_per_a": [[-1.6, 0.2, 0.7], [-0.1, 0.4, 0.1], [1.0, -0.4, -1.3], [-0.6, -0.2, 0.2], [-0.1, 0.3, -0.7], [-0.1, -0.3, 0.1], [-0.5, -0.2, 0.8], [0.6, -0.2, -0.3], [-0.2, 0.2, 0.1], [0.7, 0.3, 0.4], [0.0, 0.0, 0.0], [0.0, -0.1, 0.0], [0.0, 0.0, 0.0], [0.1, 0.0, 0.0], [0.0, 0.0, 0.0], [0.0, 0.0, 0.0], [0.0, 0.0, 0.0], [0.0, 0.0, 0.0], [0.0, -0.1, 0.0], [0.0, 0.0, 0.0], [0.1, 0.0, 0.0], [0.0, 0.1, 0.1], [0.5, -0.3, 0.1], [0.7, 0.3, -0.6], [-0.3, 0.0, -0.1], [0.0, -0.2, 0.2], [-0.2, 0.1, -0.1]], "mulliken_charge": [0.64, -1.46, 0.63, -0.86, 0.97, -1.38, -0.83, 0.76, -1.43, -0.53, 0.34, 0.37, 0.44, 0.52, 0.33, 0.41, 0.41, 0.52, 0.34, 0.43, 0.38, 1.02, -0.56, -0.37, 0.28, 0.28, 0.35]}

***

5.
{"formula": "C10H15B", "method": "ωB97M-V/def2-TZVPD", "orbital_gap_ev": [7.6774, 7.6768], "fmax_ha_per_bohr": 0.11007, "total_energy_ha": -414.68312, "symbols": ["B", "C", "C", "C", "C", "C", "C", "C", "C", "C", "C", "H", "H", "H", "H", "H", "H", "H", "H", "H", "H", "H", "H", "H", "H", "H"], "xyz": [[0.790195, -1.335493, -0.435156], [-2.911460, -0.674618, -0.055293], [1.581782, 1.176903, -0.752685], [-2.187261, 0.601179, 0.360836], [0.346914, 1.258398, 0.289387], [-1.843118, -1.718787, -0.429680], [1.886927, -0.241740, -1.130625], [-0.800210, 0.522929, -0.410715], [-0.582537, -0.944242, -0.594920], [2.231109, -1.263934, -0.157484], [3.272541, -0.843721, 0.879814], [-3.602226, -0.925401, 0.756144], [-3.656082, -0.683062, -0.900579], [1.345304, 1.693338, -1.767816], [2.422192, 1.888644, -0.267266], [-2.857756, 1.541621, 0.176479], [-1.857043, 0.721245, 1.316150], [0.523545, 0.832411, 1.182011], [-0.013068, 2.205454, 0.534892], [-1.798462, -2.332763, 0.470611], [-1.948070, -2.191339, -1.396671], [1.922280, -0.269712, -2.249250], [-1.077230, 0.910042, -1.340127], [4.319440, -0.864637, 0.456311], [3.276807, -1.561790, 1.817654], [2.938371, 0.073955, 1.308248]], "forces_ev_per_a": [[0.9, -0.7, -0.1], [-1.7, -0.4, -0.5], [0.9, 3.9, 1.0], [-0.6, 1.5, -3.8], [-0.3, -0.4, -5.6], [-0.1, 0.9, 0.5], [0.4, 0.4, -0.9], [-1.5, -0.1, 1.8], [1.3, -0.3, 2.3], [-0.2, 1.3, -0.9], [-0.3, -3.3, 1.6], [0.4, -0.7, 0.2], [0.9, 1.2, 0.4], [0.0, -0.5, 2.0], [-1.3, -1.9, -1.2], [1.5, -1.5, -0.1], [0.1, -0.5, 3.3], [1.1, -2.0, 3.0], [-0.1, 2.1, -0.2], [0.6, -0.9, -0.7], [-0.9, -0.9, 0.2], [-0.3, -1.1, 1.1], [0.3, 1.1, -2.0], [-1.3, 0.4, 0.4], [0.0, 1.1, -1.9], [0.4, 1.1, 0.0]], "mulliken_charge": [0.08, -0.62, -0.55, -1.05, -1.78, -0.67, -0.13, 0.63, 0.11, -0.14, -1.04, 0.37, 0.25, 0.36, 0.26, 0.26, 0.51, 0.57, 0.56, 0.18, 0.39, 0.27, 0.29, 0.29, 0.27, 0.34]}

***

6.
{"formula": "C10H15BClNdO2Ru", "method": "ωB97M-V/def2-TZVPD", "orbital_gap_ev": [4.6187, 5.9156], "fmax_ha_per_bohr": 0.09879, "s_squared": 20.02, "total_energy_ha": -1681.67619, "total_charge": -1, "spin_multiplicity": 9, "symbols": ["Ru", "Cl", "C", "H", "H", "H", "Nd", "C", "C", "C", "H", "H", "H", "H", "H", "H", "H", "H", "O", "B", "O", "C", "C", "C", "C", "C", "C", "H", "H", "H", "H"], "xyz": [[-0.463055, 1.190381, -0.378817], [1.837100, 0.122689, -0.676052], [-0.804691, 1.497293, 1.512158], [-1.884585, 1.310807, 1.498529], [-0.639944, 2.459555, 1.960846], [-0.316131, 0.689466, 2.041998], [1.918833, 2.704416, -0.168570], [3.095042, 3.936898, 1.724404], [3.119309, 3.111780, -2.251490], [-0.621253, 3.160696, -0.660975], [2.615126, 2.391579, -2.916233], [3.306690, 3.993906, -2.868669], [4.112221, 2.693346, -2.034574], [2.557046, 3.825229, 2.681039], [4.011479, 3.322909, 1.795584], [3.437548, 4.978050, 1.701174], [-0.780289, 3.989009, 0.073361], [-0.795808, 3.677510, -1.642386], [-2.025243, -1.380880, -0.431432], [-0.685665, -0.999656, -0.236448], [0.123083, -2.224971, 0.014794], [-0.795295, -3.237139, 0.063076], [-0.668062, -4.615073, 0.203318], [-1.806596, -5.427483, 0.062957], [-3.054062, -4.880787, -0.220573], [-3.186060, -3.490481, -0.319020], [-2.073020, -2.709943, -0.179736], [0.284319, -5.102036, 0.395812], [-1.759463, -6.511015, 0.182708], [-3.948592, -5.490786, -0.352519], [-4.109982, -2.985270, -0.574264]], "forces_ev_per_a": [[1.5, -4.3, -2.1], [1.2, -0.2, 0.1], [-0.4, 0.1, 2.4], [-0.3, 0.0, 0.2], [0.2, 0.5, 0.6], [0.1, -0.1, 0.7], [0.4, 1.1, 0.2], [-0.1, -0.3, -0.1], [-0.1, 0.1, -0.2], [-1.3, 4.6, -1.8], [0.1, -0.1, 0.0], [-0.1, 0.2, 0.1], [0.1, -0.2, 0.0], [0.1, -0.1, -0.1], [0.0, 0.1, 0.2], [-0.1, 0.0, -0.2], [0.3, -0.6, 0.1], [0.2, -0.4, 0.5], [0.2, -0.6, 0.8], [-0.3, -0.4, -1.0], [-1.2, 0.8, 0.2], [-0.7, 0.0, -0.3], [0.3, -0.1, 0.1], [-0.4, 0.0, 0.0], [-0.1, 0.4, 0.2], [-0.3, -0.2, -0.2], [0.2, -0.7, -0.4], [0.0, 0.3, 0.0], [0.3, 0.3, 0.0], [0.4, 0.0, 0.1], [-0.1, -0.2, 0.0]], "mulliken_charge": [0.11, -0.38, -1.39, 0.32, 0.48, 0.29, 1.10, -1.25, -1.24, -0.96, 0.27, 0.32, 0.25, 0.28, 0.23, 0.25, 0.38, 0.38, -0.48, 0.28, -0.53, 0.63, -0.80, -0.45, -0.44, -0.77, 0.63, 0.41, 0.33, 0.34, 0.40]}